[1]
DFT (ωB97M-V/def2-TZVPD) results for C5H7NO in the gas phase.

Results
- LUMO energy: 0.035 Eh
- Largest force on an atom: 0.0131 Eh/bohr
- Structure (SMILES): C[C@H]1C=CNC1=O
- Energy above the lowest of the compared OMol25 structures with the same formula, charge and spin: 5.9 kcal/mol
- Charge: 0
- HOMO level: -8.68 eV

Geometry as XYZ:
```
14
Properties=species:S:1:pos:R:3:forces:R:3:mulliken_charge:R:1
C -1.6543 0.1571 0.3351 -0.1 0.1 0.2 -1.245
C -0.4642 0.1877 -0.6353 0.4 -0.2 -0.4 0.480
C 0.5426 1.1556 -0.0665 -0.2 -0.2 0.4 -0.517
C 1.5564 0.4605 0.4523 0.0 0.2 -0.2 -0.479
N 1.4655 -0.8985 0.0962 -0.1 0.0 0.1 -0.053
C 0.3230 -1.1492 -0.6426 -0.1 -0.1 0.0 0.100
O 0.0483 -2.2076 -1.1710 0.0 0.6 0.3 -0.617
H -1.9131 1.1879 0.6279 -0.1 -0.4 -0.3 0.332
H -1.3616 -0.3536 1.2651 -0.2 0.0 -0.3 0.321
H -2.5284 -0.3224 -0.1153 0.2 0.0 0.2 0.316
H -0.7980 0.4049 -1.6590 0.1 0.0 0.3 0.347
H 0.2804 2.1907 0.1140 0.3 -0.1 0.0 0.404
H 2.3551 0.8001 1.1002 0.0 -0.1 -0.2 0.401
H 2.1482 -1.6132 0.2990 -0.1 0.2 -0.1 0.210
```
Forces are in eV/Å.

=====

[2]
DFT (ωB97M-V/def2-TZVPD) results for C5H7NO in the gas phase.

Results
- LUMO energy: 0.016 Eh
- Largest force on an atom: 0.0129 Eh/bohr
- Energy above the lowest of the compared OMol25 structures with the same formula, charge and spin: 124.5 kcal/mol
- Charge: 0
- HOMO level: -10.17 eV

Geometry as XYZ:
```
14
Properties=species:S:1:pos:R:3:forces:R:3:mulliken_charge:R:1
O 1.5243 -1.0036 1.4824 -0.1 0.2 0.1 -0.545
C 1.8253 -0.3772 0.2513 0.1 0.1 -0.4 -0.442
C 0.5916 -0.1223 -0.5853 -0.3 -0.1 -0.4 0.664
C -0.0206 -0.2767 -1.7139 0.4 -0.1 0.5 -0.778
C -0.5451 0.7042 0.0300 0.0 0.3 0.1 -0.154
C -1.9932 0.3274 0.1127 -0.2 0.0 -0.1 -0.387
N -1.1172 0.1134 1.2437 -0.1 -0.2 0.2 -0.579
H 1.1031 -0.3485 2.0560 0.1 -0.1 0.0 0.352
H 2.3469 0.5779 0.4147 -0.1 -0.1 0.0 0.271
H 2.5092 -1.0433 -0.2808 -0.2 0.1 0.0 0.321
H -0.3377 1.7694 0.0878 0.1 -0.1 0.1 0.397
H -2.3623 -0.5302 -0.4408 0.2 0.1 0.0 0.277
H -2.7091 1.1367 0.2499 0.2 -0.1 -0.1 0.257
H -0.8309 -0.8643 1.2623 -0.1 0.1 0.1 0.346
```
Forces are in eV/Å.

=====

[3]
DFT (ωB97M-V/def2-TZVPD) results for C5H7NO in the gas phase.

Results
- LUMO energy: 0.040 Eh
- Largest force on an atom: 0.0265 Eh/bohr
- Structure (SMILES): O=C1CN2CC[C@@H]12
- Energy above the lowest of the compared OMol25 structures with the same formula, charge and spin: 66.4 kcal/mol
- Charge: 0
- HOMO level: -9.40 eV

Geometry as XYZ:
```
14
Properties=species:S:1:pos:R:3:forces:R:3:mulliken_charge:R:1
O 0.2701 -1.8669 -1.5738 -1.0 0.8 0.6 -0.508
C -0.4192 -1.2142 -0.8450 0.6 0.5 0.6 0.406
C -0.7988 -1.2979 0.7313 0.1 -0.2 -0.4 -0.454
N -0.4863 0.1143 0.7891 -0.3 0.4 0.7 -0.345
C 0.9361 0.5253 0.6466 0.2 0.1 0.2 -0.445
C 0.5432 1.3532 -0.5999 0.1 -0.2 -0.2 -0.548
C -0.6995 0.4344 -0.6184 -0.1 -0.4 -0.4 -0.107
H -1.8801 -1.4340 0.8773 0.3 -0.1 -0.1 0.246
H -0.2574 -1.8857 1.4898 0.0 -0.2 -0.7 0.304
H 1.6312 -0.2874 0.3808 -0.3 0.0 0.2 0.241
H 1.2992 1.0436 1.5351 0.1 0.0 -0.2 0.328
H 1.1933 1.3083 -1.4717 0.1 0.0 0.1 0.284
H 0.3547 2.4079 -0.3470 -0.3 -0.5 -0.2 0.274
H -1.6945 0.8058 -0.9061 0.4 -0.2 -0.1 0.324
```
Forces are in eV/Å.

=====

Question: Which formula does entry 1 have?
Answer: C5H7NO

=====

Question: What is the formula in the third record?
Answer: C5H7NO

=====

Question: What is the formula in the second record?
Answer: C5H7NO

=====

Question: Which of these has the highest largest force on an atom?
Answer: number 3